Below is C13H4Cl6HfO3 as an isolated structure, with properties calculated with ωB97M-V/def2-TZVPD.

Properties
2S+1	1
highest occupied orbital energy	-15.13	eV
total charge	+2
electronic energy	-96115.004	eV

```
27
Properties=species:S:1:pos:R:3:forces:R:3
Hf 0.0093 0.3861 0.3427 0.61 0.30 0.45
Cl 6.1660 -0.0300 4.2756 0.03 0.00 0.00
C 4.8906 -0.0599 3.1392 0.00 -0.01 -0.11
C 5.1697 -0.2258 1.7721 0.01 0.02 0.19
C 4.1622 -0.2606 0.8204 -0.17 -0.03 -0.19
C 2.8464 -0.1179 1.2034 0.42 -0.12 0.16
O 1.8661 -0.1816 0.2721 -0.73 0.33 0.01
C 2.5343 0.0585 2.5893 -0.19 0.01 -0.25
C 1.2329 0.1942 3.0708 0.11 -0.04 0.20
O 0.1559 0.2516 2.3506 0.12 0.10 -0.49
C 3.5887 0.0738 3.5421 -0.02 0.00 0.11
H 6.2011 -0.3359 1.4611 0.00 0.00 -0.01
H 4.3952 -0.4076 -0.2255 0.02 0.01 0.01
H 1.0711 0.2521 4.1467 -0.04 0.01 -0.02
H 3.3564 0.2004 4.5923 -0.01 0.00 0.00
Cl -5.6005 4.4432 -0.0978 -0.02 0.00 -0.01
C -4.0257 3.8086 -0.1070 0.06 -0.03 0.00
C -3.8310 2.4467 -0.3521 0.02 0.12 0.08
Cl -5.1359 1.4001 -0.6631 -0.02 -0.04 -0.02
C -2.5259 1.9752 -0.3516 0.01 0.09 -0.08
Cl -2.2756 0.2592 -0.7875 -0.02 -0.14 -0.16
C -1.4075 2.7768 -0.1147 -0.50 0.25 -0.10
O -0.1480 2.2502 -0.1190 0.17 -0.78 0.11
C -1.6209 4.1303 0.1257 0.09 -0.03 0.05
Cl -0.2674 5.1190 0.4290 0.06 0.02 0.01
C -2.9212 4.6454 0.1212 0.00 -0.06 0.06
Cl -3.1616 6.2971 0.4216 0.00 0.02 -0.02
```
Positions in Å, forces in eV/Å.

The computed natural (NBO) charges, all in e, follow: Hf 2.581; Cl 0.125; C -0.089; C -0.037; C -0.256; C 0.398; O -0.815; C -0.281; C 0.464; O -0.771; C -0.076; H 0.269; H 0.268; H 0.227; H 0.258; Cl 0.160; C -0.073; C -0.118; Cl 0.143; C -0.039; Cl 0.084; C 0.187; O -0.770; C -0.085; Cl 0.132; C -0.050; Cl 0.165

Below is one molecule with the formula C4H4O3 in a non-equilibrium geometry, with properties calculated with ωB97M-V/def2-TZVPD.

Properties
2S+1	1
highest occupied orbital energy	-8.55	eV
relative energy (zero: lowest compared OMol25 entry of this formula, charge and spin)	204.8	kJ/mol
total charge	0
electronic energy	-10353.089	eV
SMILES	CC(=O)OC=C=O

```
11
Properties=species:S:1:pos:R:3:forces:R:3
C 1.4660 0.9993 0.1472 0.25 0.10 0.19
C 0.5112 -0.0908 0.5478 1.51 -1.95 -0.73
C -1.1469 -1.1818 -0.6873 -1.16 0.31 0.66
O 0.1855 -0.9047 -0.6441 1.11 1.99 1.64
C -2.0288 -0.2849 -0.2269 -0.59 -1.95 -1.58
O 0.2483 -0.4678 1.6491 -0.47 0.71 -0.90
O -2.9715 0.3674 -0.0500 0.19 0.58 0.58
H -1.4297 -2.2087 -0.9050 -0.26 0.38 0.13
H 2.0798 1.2573 1.0151 -0.28 0.08 -0.08
H 2.1396 0.6153 -0.6311 -0.42 0.15 0.06
H 0.9466 1.8993 -0.2148 0.12 -0.39 0.03
```
Positions in Å, forces in eV/Å.

The computed natural (NBO) charges, all in e, follow: C -0.732; C 0.794; C -0.209; O -0.533; C 0.632; O -0.508; O -0.423; H 0.237; H 0.241; H 0.252; H 0.249

Below is an isolated ion of composition CH2OPS and charge -1 in a non-equilibrium geometry, with properties calculated with ωB97M-V/def2-TZVPD.

Properties
2S+1	1
highest occupied orbital energy	-3.17	eV
relative energy (zero: lowest compared OMol25 entry of this formula, charge and spin)	39.9	kJ/mol
total charge	-1
electronic energy	-23241.373	eV
SMILES	[O-]C(P)=S

```
6
Properties=species:S:1:pos:R:3:forces:R:3
C 1.8432 0.7694 -0.0304 1.39 -3.70 -0.95
O 2.3129 1.7711 0.3724 0.42 2.06 0.97
P 0.1020 0.4051 -0.5510 -0.56 0.87 -0.58
S 2.8181 -0.7990 -0.4569 -1.33 1.80 0.53
H 0.6579 0.7074 -1.8580 -0.95 -0.03 0.44
H -0.6560 1.7179 -0.3180 1.03 -1.00 -0.40
```
Positions in Å, forces in eV/Å.

The computed natural (NBO) charges, all in e, follow: C 0.204; O -0.623; P 0.161; S -0.668; H 0.011; H -0.086

no.,Kohn-Sham gap (eV)
1,6.1586
2,8.5931
3,7.2916